Entry 1:
Below is a structure of composition C3H13N2O2Pb, with properties calculated with ωB97M-V/def2-TZVPD.

Last column: Löwdin charge in e.
CARTESIAN COORDINATES (ANGSTROEM)
C (-0.111, -3.010, -2.895)  -0.380
Pb (0.154, -1.673, -1.054)  1.381
N (-2.191, -1.065, -0.910)  -0.066
H (2.213, -1.933, 0.510)  0.001
H (1.862, -2.611, 0.635)  0.010
H (0.846, -3.567, -2.991)  -0.019
H (-0.142, -2.226, -3.686)  -0.021
H (-1.002, -3.652, -2.875)  -0.022
H (-1.992, -0.074, -1.130)  0.041
H (-2.602, -1.174, 0.034)  0.078
H (-2.709, -1.508, -1.660)  0.055
N (-0.065, 3.161, 1.689)  0.148
C (1.022, 2.224, 2.127)  -0.047
C (0.981, 1.135, 1.041)  -0.659
O (1.900, 0.315, 0.920)  -0.060
O (-0.108, 1.142, 0.337)  -0.172
H (0.334, 3.827, 1.004)  0.178
H (-0.500, 3.656, 2.459)  0.159
H (-0.654, 2.454, 1.149)  0.120
H (1.962, 2.768, 2.190)  0.136
H (0.802, 1.811, 3.107)  0.137

Output
Calculated total energy ... -574.64164 a.u.
Lowest unoccupied orbital energy ... -4.06 eV
Kohn-Sham gap ... 7.17 eV
ΔE to the lowest compared entry with this formula, charge and spin ... 35.05 kcal per mole
Total charge ... +1

***

Entry 2:
Below is a cluster of 2 separate species, C5H6OSi in total, with properties calculated with ωB97M-V/def2-TZVPD.

Last column: Löwdin charge in e.
CARTESIAN COORDINATES (ANGSTROEM)
C (-1.909, -2.225, 0.765)  0.016
C (1.177, 0.074, -2.739)  0.039
C (-1.554, -1.195, 0.248)  -0.290
C (0.204, 0.176, -1.999)  -0.318
C (1.337, 1.262, 1.829)  -0.014
O (0.867, 0.404, 0.807)  -0.221
Si (-1.181, 0.265, -0.847)  0.656
H (-1.822, -2.915, 1.539)  0.008
H (1.917, 0.019, -3.487)  0.010
H (1.643, 2.191, 1.455)  0.031
H (0.709, 1.270, 2.725)  0.057
H (0.781, -0.517, 1.158)  0.091
H (-2.167, 1.191, -1.455)  -0.067

Output
Calculated total energy ... -558.57009 a.u.
Lowest unoccupied orbital energy (alpha / beta) ... -0.47 / 0.23 eV
Kohn-Sham gap (alpha / beta) ... 7.97 / 6.89 eV
ΔE to the lowest compared entry with this formula, charge and spin ... 82.93 kcal per mole

***

Entry 3:
Below is a cluster of 7 separate species, H15NO6 in total, with properties calculated with ωB97M-V/def2-TZVPD.

Last column: Löwdin charge in e.
CARTESIAN COORDINATES (ANGSTROEM)
N (-2.522, -2.732, -1.999)  -0.036
H (-2.750, -2.215, -1.096)  0.024
H (-1.488, -2.727, -2.120)  0.011
H (-2.820, -3.698, -1.789)  0.005
H (2.188, 5.586, 2.736)  0.074
H (2.812, 5.836, 1.456)  -0.018
O (2.839, 6.216, 2.293)  -0.056
H (0.460, 1.975, -2.053)  0.045
H (-0.333, 2.573, -0.922)  0.016
O (0.485, 2.111, -1.103)  -0.052
H (2.717, -2.373, 0.318)  0.067
H (1.296, -1.742, 0.578)  0.035
O (1.748, -2.636, 0.442)  -0.128
H (-0.617, -4.185, 1.660)  0.054
H (-0.395, -5.359, 2.559)  0.043
O (-0.721, -5.185, 1.646)  -0.106
H (1.833, 1.256, 1.701)  0.010
H (1.238, 0.969, 0.454)  -0.046
O (1.685, 0.547, 1.130)  0.003
H (-2.912, 2.558, -1.750)  0.017
H (-2.528, 1.276, -2.372)  0.054
O (-2.214, 1.951, -1.770)  -0.017

Output
Calculated total energy ... -515.15179 a.u.
Lowest unoccupied orbital energy ... 0.13 eV
Kohn-Sham gap ... 10.30 eV
ΔE to the lowest compared entry with this formula, charge and spin ... 42.48 kcal per mole